Entry 1:
This record from OMol25 describes a structure of composition C35H40N4P2Pb. The level of theory is wB97M-V/def2-TZVPD.

Results
2S+1 = 1
total energy = -66705.270 eV
net charge = +2
HOMO-LUMO gap (spin up / spin down) = 0.1571 / 0.1438 Ha
energy relative to the best compared isomer or geometry (same formula, charge and spin) = 0.00 kcal per mole

Atoms and positions in Å:
Pb1 0.07 2.06 0.95
C1 -1.96 1.73 -4.73
C2 -2.09 0.43 -4.50
C3 -1.11 -0.57 -5.04
C4 0.40 -0.24 -4.86
C5 0.78 0.55 -3.65
C6 0.66 1.87 -3.47
C7 0.44 2.69 -4.70
C8 -0.86 2.35 -5.52
C9 1.67 1.82 2.65
H1 -2.79 2.40 -4.47
H2 -3.05 0.04 -4.12
H3 -1.30 -0.62 -6.12
H4 -1.30 -1.58 -4.65
H5 0.95 -1.19 -4.75
H6 0.79 0.20 -5.79
H7 1.45 -0.02 -3.00
H8 0.91 2.37 -2.52
H9 1.30 2.51 -5.37
H10 0.43 3.76 -4.47
H11 -1.23 3.31 -5.92
H12 -0.60 1.75 -6.40
H13 1.24 2.33 3.52
H14 2.66 2.20 2.37
H15 1.60 0.73 2.79
P1 1.81 -0.30 0.24
P2 -1.48 -0.97 0.72
N1 2.97 0.72 -0.70
N2 2.96 -1.60 0.59
N3 -2.48 0.26 -0.19
N4 -2.87 -2.02 0.94
C10 0.79 -1.12 -1.01
C11 -0.52 -1.83 -0.60
C12 3.25 2.06 -0.39
C13 4.19 2.55 -1.27
C14 4.52 1.48 -2.17
C15 3.75 0.38 -1.81
C16 3.92 -1.41 1.60
C17 4.54 -2.62 1.84
C18 3.96 -3.60 0.97
C19 2.98 -2.95 0.22
C20 -2.87 1.46 0.42
C21 -3.33 2.35 -0.55
C22 -3.23 1.68 -1.81
C23 -2.66 0.43 -1.56
C24 -3.82 -2.51 0.03
C25 -4.84 -3.16 0.72
C26 -4.55 -3.00 2.13
C27 -3.38 -2.28 2.23
H16 1.42 -1.77 -1.63
H17 0.42 -0.32 -1.66
H18 -1.18 -1.91 -1.48
H19 -0.25 -2.85 -0.29
H20 2.82 2.52 0.49
H21 4.59 3.55 -1.26
H22 5.25 1.53 -2.96
H23 3.72 -0.62 -2.23
H24 4.05 -0.42 2.01
H25 5.31 -2.79 2.58
H26 4.21 -4.65 0.93
H27 2.33 -3.33 -0.55
H28 -2.86 1.53 1.50
H29 -3.62 3.38 -0.40
H30 -3.46 2.11 -2.77
H31 -2.41 -0.38 -2.24
H32 -3.69 -2.36 -1.03
H33 -5.69 -3.69 0.29
H34 -5.16 -3.37 2.96
H35 -2.84 -1.89 3.08
C28 -0.79 0.94 2.98
C29 -0.58 0.67 4.17
C30 -0.36 0.31 5.54
C31 -1.38 0.80 6.39
C32 -1.46 0.39 7.71
C33 -0.45 -0.41 8.27
C34 0.66 -0.78 7.49
C35 0.72 -0.43 6.13
H36 -2.11 1.51 6.01
H37 -2.33 0.67 8.29
H38 -0.56 -0.76 9.30
H39 1.43 -1.37 7.96
H40 1.60 -0.72 5.57

Entry 2:
This record from OMol25 describes a structure of composition C35H41FN8O5S2Ti. The level of theory is wB97M-V/def2-TZVPD.

Results
2S+1 = 3
total energy = -106623.557 eV
HOMO-LUMO gap (spin up / spin down) = 0.1177 / 0.1988 Ha
energy relative to the best compared isomer or geometry (same formula, charge and spin) = 33.35 kcal per mole
<S²> = 2.02

Atoms and positions in Å:
Ti1 -0.15 -1.01 0.84
O1 -5.83 0.79 0.40
C1 -4.57 0.27 0.43
C2 -3.80 0.15 -0.71
C3 -2.50 -0.39 -0.58
N1 -2.05 -0.80 0.64
C4 -2.77 -0.60 1.75
C5 -4.05 -0.08 1.70
C6 -1.93 -0.85 2.99
O2 -2.37 -0.75 4.11
O3 -0.69 -1.12 2.66
C7 -1.41 -0.46 -1.55
O4 -1.52 -0.18 -2.77
O5 -0.28 -0.84 -0.98
H1 -6.07 1.00 -0.51
H2 -4.16 0.47 -1.67
H3 -4.63 0.07 2.60
N2 2.63 0.54 3.26
C8 3.60 -0.36 2.87
C9 4.83 -0.69 3.41
C10 5.60 -1.60 2.70
C11 5.17 -2.11 1.48
C12 3.92 -1.79 0.96
C13 3.11 -0.93 1.69
N3 1.85 -0.42 1.40
C14 1.61 0.50 2.36
C15 0.50 1.39 2.29
C16 0.10 2.39 3.13
S1 -1.33 3.13 2.52
C17 -1.28 2.07 1.17
N4 -0.30 1.23 1.18
H4 2.63 1.09 4.11
H5 5.17 -0.26 4.34
H6 6.56 -1.90 3.10
H7 5.81 -2.79 0.93
H8 3.59 -2.22 0.03
H9 0.50 2.71 4.07
H10 -2.02 2.13 0.38
C18 -2.74 2.38 -5.77
C19 -3.37 2.53 -4.38
N5 -2.41 2.42 -3.30
C20 -1.66 3.43 -2.83
S2 -0.65 3.21 -1.52
N6 -1.77 4.63 -3.46
C21 -1.12 5.85 -3.00
C22 -1.80 6.50 -1.79
H11 -3.50 2.53 -6.53
H12 -2.32 1.38 -5.87
H13 -1.94 3.12 -5.92
H14 -4.11 1.74 -4.24
H15 -3.90 3.49 -4.30
H16 -2.12 1.44 -3.06
H17 -2.58 4.77 -4.06
H18 -1.08 6.54 -3.84
H19 -0.10 5.56 -2.72
H20 -2.79 6.86 -2.05
H21 -1.19 7.34 -1.44
H22 -1.88 5.77 -0.99
C23 3.05 0.55 -4.51
C24 1.75 0.83 -3.71
N7 1.89 0.33 -2.36
C25 2.16 -1.09 -2.37
C26 3.55 -1.33 -3.02
N8 4.04 -0.02 -3.54
C27 4.27 0.93 -2.40
C28 2.92 1.05 -1.64
H23 3.47 1.45 -4.94
H24 2.90 -0.19 -5.30
H25 0.88 0.34 -4.16
H26 1.54 1.90 -3.66
H27 1.36 -1.58 -2.92
H28 2.13 -1.47 -1.35
H29 3.50 -2.03 -3.86
H30 4.28 -1.70 -2.30
H31 4.93 -0.16 -4.02
H32 4.61 1.88 -2.81
H33 5.06 0.52 -1.77
H34 2.62 2.10 -1.55
H35 3.00 0.63 -0.64
F1 4.64 -5.50 0.06
C29 3.40 -4.94 0.22
C30 2.94 -4.65 1.49
C31 1.70 -4.06 1.64
C32 0.88 -3.75 0.53
C33 -0.44 -3.15 0.67
C34 1.39 -4.08 -0.74
C35 2.64 -4.66 -0.90
H36 3.56 -4.90 2.34
H37 1.34 -3.83 2.63
H38 -0.94 -3.44 1.59
H39 -1.07 -3.36 -0.19
H40 0.78 -3.87 -1.61
H41 3.02 -4.91 -1.89

Entry 3:
This record from OMol25 describes a structure of composition C35H41IN4O3Ti. The level of theory is wB97M-V/def2-TZVPD.

Results
2S+1 = 3
total energy = -80277.568 eV
HOMO-LUMO gap (spin up / spin down) = 0.1992 / 0.2763 Ha
energy relative to the best compared isomer or geometry (same formula, charge and spin) = 12.69 kcal per mole
<S²> = 2.01

Atoms and positions in Å:
Ti1 0.57 -1.00 0.94
C1 -1.67 -4.13 3.23
C2 -0.52 -3.84 4.21
C3 0.54 -4.94 4.10
C4 0.04 -2.45 4.00
C5 -0.54 -1.38 4.66
C6 -0.04 -0.09 4.53
C7 1.10 0.16 3.78
C8 1.80 1.50 3.83
C9 1.70 -0.90 3.09
C10 1.13 -2.19 3.17
H1 -2.05 -5.15 3.37
H2 -1.34 -4.03 2.20
H3 -2.50 -3.43 3.40
H4 -0.93 -3.86 5.22
H5 0.84 -5.09 3.07
H6 0.13 -5.89 4.47
H7 1.43 -4.70 4.69
H8 -1.40 -1.56 5.31
H9 -0.50 0.73 5.07
H10 2.59 1.48 4.58
H11 1.11 2.30 4.10
H12 2.26 1.75 2.87
H13 2.69 -0.77 2.68
H14 1.65 -3.01 2.70
C11 -1.65 5.40 -3.26
O1 -1.04 4.17 -2.86
C12 -0.85 3.23 -3.82
C13 -1.20 3.37 -5.15
C14 -0.98 2.32 -6.04
C15 -0.43 1.14 -5.59
C16 -0.09 1.00 -4.24
C17 -0.26 2.04 -3.35
N1 0.03 2.02 -1.97
C18 0.63 1.01 -1.25
N2 1.64 0.38 -1.84
C19 2.66 -0.44 -1.23
C20 2.50 -1.03 0.02
C21 3.65 -1.75 0.44
C22 4.80 -1.88 -0.31
C23 4.89 -1.28 -1.58
C24 3.80 -0.56 -2.02
O2 3.75 0.09 -3.23
C25 4.85 -0.09 -4.11
N3 0.26 0.78 0.00
C26 -0.88 1.51 0.47
C27 -0.76 2.37 1.54
C28 -1.85 3.07 2.05
C29 -3.09 2.93 1.45
C30 -3.23 2.10 0.34
C31 -2.14 1.38 -0.14
O3 -2.20 0.53 -1.19
C32 -3.26 0.70 -2.12
H15 -1.73 6.01 -2.36
H16 -2.65 5.22 -3.66
H17 -1.04 5.91 -4.00
H18 -1.64 4.30 -5.50
H19 -1.25 2.44 -7.09
H20 -0.28 0.31 -6.26
H21 0.29 0.04 -3.89
H22 -0.50 2.67 -1.42
H23 1.92 0.77 -2.72
H24 3.63 -2.27 1.40
H25 5.63 -2.46 0.06
H26 5.78 -1.38 -2.17
H27 4.61 0.43 -5.03
H28 5.01 -1.15 -4.32
H29 5.76 0.33 -3.68
H30 0.23 2.48 1.98
H31 -1.73 3.72 2.90
H32 -3.94 3.48 1.82
H33 -4.20 2.00 -0.14
H34 -3.03 0.07 -2.97
H35 -3.34 1.74 -2.44
H36 -4.22 0.39 -1.70
I1 0.91 -4.28 -0.15
C33 -0.08 -2.39 -0.57
H37 -1.13 -2.68 -0.64
H38 0.26 -2.17 -1.59
C34 -3.97 -1.30 1.66
C35 -2.52 -1.19 1.63
N4 -1.37 -1.12 1.61
H39 -4.35 -1.46 0.65
H40 -4.41 -0.38 2.06
H41 -4.28 -2.14 2.27